(1)
Formula: C40H112N8O12
Source: the OMol25 dataset
Level of theory: the ωB97M-V functional and the def2-TZVPD basis

Element x y z (Å)
C  4.3339  4.1141  2.2799
C  4.8518  3.8639  3.6908
C  5.5882  5.0861  4.2506
O  5.9330  4.8606  5.5925
C  6.4625  6.0437  6.1740
N  3.6612  3.5282  4.5187
H  5.1559  4.3253  1.5893
H  3.7035  5.0036  2.2899
H  3.7926  3.2493  1.9078
H  5.6020  3.0699  3.6926
H  4.9350  5.9615  4.0959
H  6.4663  5.3217  3.6346
H  6.9771  5.7314  7.0835
H  5.6586  6.7212  6.4646
H  7.2139  6.5337  5.5529
H  4.0823  3.2993  5.4227
H  3.1823  4.4159  4.6750
C  7.8242  -2.2881  2.6261
C  6.3713  -2.3416  2.1826
C  5.8891  -0.9501  1.7117
O  6.2235  0.0741  2.6305
C  5.5652  -0.0838  3.8899
N  6.2021  -3.2752  1.0542
H  7.9961  -1.5760  3.4362
H  8.4449  -1.9862  1.7829
H  8.0902  -3.2603  3.0457
H  5.6696  -2.6394  2.9639
H  4.8137  -0.9400  1.5306
H  6.3834  -0.7501  0.7571
H  5.7578  0.8855  4.3586
H  6.0369  -0.8668  4.4838
H  4.4825  -0.1712  3.7762
H  6.9029  -3.0512  0.3525
H  6.4366  -4.2142  1.3595
C  -5.6029  -1.2479  0.4743
C  -5.3341  -2.5101  -0.3272
C  -4.6763  -3.6030  0.4974
O  -3.3721  -3.2388  0.9044
C  -2.7132  -4.3544  1.4552
N  -6.6278  -3.0683  -0.7969
H  -4.6852  -1.0073  1.0189
H  -6.4149  -1.4208  1.1785
H  -5.8099  -0.4070  -0.1886
H  -4.6839  -2.2765  -1.1791
H  -4.5975  -4.4892  -0.1466
H  -5.3231  -3.8444  1.3501
H  -2.6167  -5.2271  0.7931
H  -3.3090  -4.7248  2.3004
H  -1.7067  -4.0698  1.7521
H  -6.9432  -2.4424  -1.5401
H  -6.4283  -3.9028  -1.3531
C  -0.9092  4.2039  -6.3038
C  0.5042  4.2060  -5.7082
C  0.7785  3.0916  -4.7132
O  0.0195  3.3504  -3.5529
C  0.0997  2.3291  -2.6002
N  1.4587  4.1429  -6.8229
H  -1.2074  3.1759  -6.5198
H  -1.0525  4.8280  -7.1803
H  -1.5427  4.5590  -5.4855
H  0.6650  5.1749  -5.2136
H  1.8224  3.1715  -4.3887
H  0.5929  2.1725  -5.2816
H  -0.4049  2.6189  -1.6770
H  1.1155  2.0752  -2.2653
H  -0.3784  1.4176  -2.9796
H  1.3691  4.9551  -7.4184
H  2.4231  4.1566  -6.5013
C  -6.8357  0.7301  -6.5693
C  -5.8182  -0.3841  -6.4543
C  -5.3208  -0.7444  -5.0691
O  -4.4316  0.1900  -4.5089
C  -3.8611  -0.2796  -3.3050
N  -6.3157  -1.5893  -7.1384
H  -7.8555  0.4112  -6.3412
H  -6.8289  1.1832  -7.5609
H  -6.6431  1.5351  -5.8552
H  -4.9230  -0.0677  -7.0129
H  -4.8841  -1.7467  -5.1631
H  -6.1579  -0.8181  -4.3587
H  -3.2172  0.5036  -2.9140
H  -3.2577  -1.1726  -3.4906
H  -4.6871  -0.5243  -2.6271
H  -5.5377  -2.2372  -7.2725
H  -6.4774  -1.3343  -8.1121
C  -3.0923  -3.9163  -4.1944
C  -2.4773  -5.2762  -3.9662
C  -1.6431  -5.3548  -2.6983
O  -0.4496  -4.6280  -2.8851
C  0.4064  -4.7460  -1.7786
N  -3.5870  -6.2447  -3.8471
H  -2.3405  -3.1298  -4.0950
H  -3.8825  -3.6791  -3.4742
H  -3.5902  -3.7609  -5.1544
H  -1.8368  -5.5431  -4.8129
H  -1.4723  -6.3816  -2.3503
H  -2.2169  -4.9403  -1.8535
H  1.2579  -4.0718  -1.8166
H  0.7346  -5.7903  -1.6840
H  -0.1405  -4.5500  -0.8437
H  -3.2725  -7.1974  -4.0539
H  -4.1659  -6.1652  -4.6877
C  2.5826  0.4969  1.0749
C  1.0578  0.5708  1.0437
C  0.5713  -0.2455  -0.1287
O  -0.8442  -0.3978  -0.0093
C  -1.3024  -1.3239  -0.9724
N  0.6090  0.1330  2.3770
H  2.8471  -0.5519  1.2261
H  3.0165  1.0953  1.8817
H  3.1425  0.8439  0.2009
H  0.8152  1.6177  0.8114
H  0.9729  -1.2687  -0.0714
H  0.8918  0.2355  -1.0580
H  -2.3893  -1.3577  -0.9158
H  -0.9422  -2.3547  -0.8816
H  -0.9896  -1.0065  -1.9756
H  -0.4023  0.1618  2.2285
H  0.8430  0.8612  3.0510
C  0.4880  4.5032  1.6674
C  -0.8778  4.5431  2.3374
C  -1.8620  3.4410  1.9275
O  -1.8269  3.3008  0.5327
C  -2.7515  2.3169  0.0992
N  -0.7621  4.5224  3.8013
H  0.9544  3.5190  1.7208
H  1.1821  5.2074  2.1254
H  0.3646  4.8175  0.6273
H  -1.4171  5.4576  2.0760
H  -2.8325  3.7768  2.3174
H  -1.6875  2.4769  2.4272
H  -3.7142  2.4058  0.6191
H  -2.3411  1.3453  0.3973
H  -2.9699  2.3790  -0.9635
H  0.1231  4.9187  4.1045
H  -0.5781  3.5685  4.1069
C  -0.6688  1.4298  5.7111
C  0.8410  1.6326  5.5968
O  1.1014  2.2627  4.3466
H  -1.2704  2.3344  5.6557
H  -0.8705  0.8471  6.6095
H  -0.9200  0.8131  4.8432
H  1.2740  0.6341  5.7357
H  1.2172  2.1909  6.4632
H  2.0372  2.5856  4.4171
C  -3.2791  -0.1464  3.2458
C  -2.5756  -1.4161  3.6810
O  -2.9406  -1.7923  5.0020
H  -4.2847  -0.4083  2.8985
H  -2.9036  0.4519  2.4075
H  -3.3161  0.6344  4.0087
H  -1.4877  -1.2879  3.7342
H  -2.6575  -2.2336  2.9559
H  -3.8938  -1.9486  4.9858
C  2.3355  -0.3857  -4.4012
C  2.5540  -1.4031  -3.3000
O  3.4311  -0.8348  -2.3431
H  1.8341  -0.8351  -5.2628
H  3.2751  -0.0719  -4.8625
H  1.8054  0.5020  -4.0580
H  2.9596  -2.3069  -3.7748
H  1.6324  -1.7271  -2.7989
H  3.7020  -1.5376  -1.7416
C  0.9471  -3.6064  2.3964
C  2.3403  -3.0625  2.7691
O  2.1978  -1.9416  3.6033
H  0.9212  -4.6801  2.1708
H  0.5165  -3.0522  1.5580
H  0.2218  -3.5280  3.2089
H  2.9210  -2.8194  1.8646
H  2.9208  -3.8379  3.2783
H  1.7332  -1.2332  3.1003

## Properties
Strongest force on any atom (eV Å⁻¹): 2.2
HOMO-LUMO gap (eV): 9.481
Net charge: 0
Relative energy (zero: lowest compared OMol25 entry of this formula, charge and spin) (kJ/mol): 47.4
SMILES string: COC[C@H](C)N.COC[C@H](C)N.COC[C@H](C)N.COC[C@H](C)N.COC[C@H](C)N.COC[C@H](C)N.COC[C@H](C)N.COC[C@H](C)N.CCO.CCO.CCO.CCO
DFT total energy (eV): -79781.9246

***

(2)
Formula: C40H118N10O14
Source: the OMol25 dataset
Level of theory: the ωB97M-V functional and the def2-TZVPD basis

Element x y z (Å)
O  10.0701  16.3188  12.9706
H  10.8759  16.0701  12.5177
H  9.4089  15.7145  12.6334
O  4.8728  13.2036  14.0032
H  4.2531  12.6434  14.4703
H  4.7505  14.0709  14.3893
O  2.5621  18.0862  14.5482
H  1.7942  18.6420  14.6811
H  3.3044  18.6892  14.5867
O  -0.4107  14.5193  6.6914
H  0.2933  15.0522  7.0612
H  -0.5882  13.8584  7.3607
C  11.2522  10.0104  9.3069
C  11.2400  11.1396  8.1619
C  12.1231  10.8962  6.9062
O  13.3210  10.0867  7.2548
C  14.5107  10.8348  7.4868
N  9.8313  11.3527  7.7404
H  10.3372  9.9949  9.8991
H  11.9871  10.2558  10.0737
H  11.5942  9.0217  9.0009
H  11.6650  11.9966  8.6844
H  12.5521  11.7629  6.4033
H  11.5168  10.4263  6.1319
H  15.3351  10.5708  6.8244
H  14.7998  10.6153  8.5145
H  14.5100  11.9247  7.5027
H  9.7319  11.8051  6.8429
H  9.4669  10.4226  7.5914
C  -4.7695  21.8104  16.5370
C  -3.7950  22.1069  15.3583
C  -2.9105  20.8767  14.9853
O  -1.6323  21.2277  14.5654
C  -1.7625  21.6400  13.2314
N  -4.5746  22.6344  14.2725
H  -5.2981  22.7311  16.7841
H  -4.2392  21.6454  17.4749
H  -5.5135  21.0861  16.2056
H  -3.1821  22.9725  15.6095
H  -3.4546  20.1552  14.3757
H  -2.8023  20.3642  15.9412
H  -2.4230  21.0444  12.6012
H  -0.8329  21.6927  12.6647
H  -2.1374  22.6611  13.1620
H  -4.9552  23.5207  14.5720
H  -3.9301  22.8914  13.5386
C  10.3309  21.8858  13.8499
C  8.8505  22.3135  13.7058
C  8.6597  23.2421  12.5499
O  9.4391  24.4527  12.6774
C  9.0351  25.3407  11.6900
N  8.0573  21.1273  13.8649
H  10.4379  21.1126  14.6107
H  10.8759  22.7852  14.1369
H  10.6964  21.5398  12.8831
H  8.6837  22.9713  14.5588
H  7.5959  23.4786  12.5300
H  8.9646  22.7050  11.6517
H  9.6832  26.2166  11.6601
H  8.0037  25.6750  11.8022
H  9.0342  24.8292  10.7275
H  8.2616  20.5356  13.0722
H  8.2961  20.4768  14.5997
C  -4.2418  10.4600  8.5459
C  -3.8055  9.8151  9.8389
C  -3.0953  10.7253  10.9085
O  -2.3217  11.7049  10.3502
C  -1.8184  12.5455  11.3372
N  -5.0519  9.2030  10.3942
H  -4.8188  9.8022  7.8959
H  -3.3932  10.8908  8.0145
H  -4.8735  11.3132  8.7932
H  -2.9887  9.1726  9.5099
H  -2.5161  10.1315  11.6156
H  -3.7973  11.2621  11.5466
H  -2.5803  13.1880  11.7786
H  -1.1226  13.2994  10.9688
H  -1.4347  11.9814  12.1873
H  -5.6897  9.9418  10.1344
H  -5.2429  8.4788  9.7166
C  6.4199  16.6051  8.0558
C  5.6128  16.0504  9.2595
C  4.1123  15.5171  9.0145
O  3.2884  16.4916  8.4034
C  3.0511  17.6070  9.2450
N  6.3634  15.1033  10.0340
H  6.8476  15.8489  7.3974
H  7.2072  17.3309  8.2593
H  5.7378  17.1713  7.4216
H  5.6225  16.8555  9.9941
H  3.7010  15.2220  9.9798
H  4.0979  14.6526  8.3507
H  3.0348  18.5056  8.6282
H  3.8045  17.7713  10.0154
H  2.0994  17.4077  9.7377
H  6.5666  14.3422  9.4018
H  5.8632  14.7490  10.8367
C  13.6034  16.6701  4.8353
C  12.6626  17.7172  5.5328
C  13.3437  18.8130  6.3633
O  14.1840  18.3713  7.4808
C  13.3990  17.8553  8.5564
N  11.8654  18.3644  4.5413
H  14.3829  17.0595  4.1804
H  13.0311  16.0057  4.1879
H  14.0808  16.0546  5.5978
H  11.9631  17.1501  6.1470
H  12.6612  19.6207  6.6280
H  14.0611  19.2665  5.6794
H  12.7145  18.6480  8.8583
H  14.0039  17.4460  9.3656
H  12.7235  17.0515  8.2637
H  11.3169  17.6279  4.1207
H  12.4632  18.7036  3.8012
C  6.3968  21.8121  -0.2958
C  7.3765  22.5233  0.6010
C  6.6479  23.3857  1.7067
O  6.1993  22.4372  2.7437
C  5.3001  22.9583  3.7340
N  8.4210  21.6875  1.0861
H  6.8615  20.9627  -0.7965
H  5.9248  22.3751  -1.1011
H  5.5964  21.4562  0.3528
H  7.7807  23.2690  -0.0835
H  5.8643  24.0822  1.4087
H  7.3074  24.1270  2.1579
H  5.6387  23.7994  4.3389
H  4.9477  22.1108  4.3220
H  4.3706  23.2808  3.2648
H  7.9439  21.0609  1.7185
H  9.0221  22.2289  1.6908
C  2.1484  9.1557  4.7762
C  2.9228  10.0889  3.9680
C  3.4433  9.5898  2.5772
O  4.0501  10.5779  1.7725
C  4.4915  9.9182  0.5686
N  2.1953  11.2886  3.7123
H  2.6720  8.2102  4.9179
H  1.1593  8.8258  4.4585
H  1.9735  9.4847  5.8005
H  3.7974  10.3314  4.5718
H  2.6855  9.0790  1.9831
H  4.1594  8.7941  2.7824
H  3.6954  9.7004  -0.1434
H  5.0009  8.9745  0.7635
H  5.2727  10.4695  0.0453
H  2.0874  11.8602  4.5379
H  2.6876  11.8932  3.0703
C  10.0203  14.1994  -0.7811
C  9.1327  15.3073  -0.3323
C  7.8058  15.5746  -1.1826
O  7.9863  15.4253  -2.6077
C  6.7334  15.0471  -3.1231
N  8.9111  15.0515  1.0237
H  10.5510  14.4461  -1.7007
H  9.6045  13.1923  -0.7515
H  10.9425  14.1218  -0.2052
H  9.7032  16.2351  -0.3753
H  7.2200  16.4344  -0.8574
H  7.2131  14.7243  -0.8451
H  5.8883  15.7244  -2.9999
H  6.4590  14.0433  -2.7986
H  6.8176  15.0381  -4.2098
H  8.9263  14.0545  1.1845
H  8.0210  15.4498  1.2867
C  3.4914  17.4173  2.3556
C  2.3774  18.0349  1.6258
C  2.0892  19.4894  1.9403
O  1.0835  19.9536  0.9597
C  0.4923  21.1725  1.2757
N  2.5240  17.8166  0.1801
H  4.4477  17.8434  2.0521
H  3.6750  16.3529  2.2092
H  3.4664  17.6978  3.4086
H  1.4600  17.5288  1.9263
H  2.9870  20.1053  1.9928
H  1.6474  19.3932  2.9321
H  -0.4363  21.4969  0.8061
H  1.2439  21.9593  1.2110
H  0.1555  21.1892  2.3123
H  1.7589  18.3305  -0.2328
H  3.3670  18.2672  -0.1460

## Properties
Strongest force on any atom (eV Å⁻¹): 4.1
HOMO-LUMO gap (eV): 9.030
Net charge: 0
Relative energy (zero: lowest compared OMol25 entry of this formula, charge and spin) (kJ/mol): 724.3
DFT total energy (eV): -86947.7773